Entry from the OMol25 dataset: 2 unconnected molecules or ions with the total composition C3H9S (ωB97M-V/def2-TZVPD).

Structure (XYZ):
```
13
Properties=species:S:1:pos:R:3:forces:R:3
S 2.984 0.775 1.364 0.08 -0.06 -0.02
C -0.525 -0.003 0.415 -0.20 -0.22 -0.42
C -1.205 1.051 -0.450 0.29 0.53 -0.09
C 0.062 -1.128 -0.435 -0.40 0.18 0.11
H -1.291 -0.475 1.040 0.08 0.22 0.32
H -0.485 1.614 -1.058 0.05 -0.30 0.03
H -0.738 -1.558 -1.046 0.04 -0.08 -0.13
H 0.847 -0.765 -1.087 0.24 0.05 -0.06
H 0.453 -1.920 0.196 0.23 -0.07 0.05
H 3.281 -0.494 1.019 -0.03 0.09 0.02
H -1.949 0.632 -1.128 -0.08 -0.15 -0.04
H -1.697 1.814 0.150 -0.18 0.00 0.19
H 0.263 0.457 1.021 -0.12 -0.19 0.03
```
Forces are in eV/Å.

* gap between HOMO and LUMO: 6.528 eV
* net charge: -1
* HOMO level: -2.484 eV
* E: -517.91341 hartree